Formula: C21H41F3NO15
Source: the Open Molecules 2025 dataset
Level of theory: ωB97M-V with the def2-TZVPD basis set

Structure (XYZ):
```
81
Properties=species:S:1:pos:R:3
N -0.17 0.04 -0.47
H -0.32 -0.39 -1.40
H -0.70 -0.47 0.32
H -0.33 1.06 -0.50
H 0.77 0.04 -0.22
C 3.93 -0.01 4.40
C 4.77 -0.98 3.42
O 4.06 -1.08 2.32
C 2.70 -0.72 2.65
O 1.71 -0.99 1.96
O 2.62 -0.06 3.82
F 5.09 -2.11 3.99
H 4.50 0.90 4.58
H 3.90 -0.35 5.41
H 5.85 -0.68 3.17
C -5.70 -1.80 -1.39
C -4.67 -1.89 -2.47
O -3.58 -1.07 -1.77
C -3.92 -0.63 -0.62
O -3.14 -0.09 0.17
O -5.16 -0.96 -0.32
F -5.05 -1.13 -3.52
H -5.98 -2.87 -1.08
H -6.57 -1.26 -1.86
H -4.54 -2.85 -2.66
C -1.69 -0.17 4.89
C -1.23 -1.44 4.27
O 0.06 -1.70 4.89
C 0.24 -0.86 5.85
O 1.22 -0.85 6.57
O -0.71 0.06 5.94
F -1.14 -1.33 2.94
H -2.65 -0.63 5.37
H -1.94 0.64 4.24
H -1.97 -2.37 4.37
C -1.83 2.61 -2.67
O -1.12 1.53 -3.00
C -1.76 0.65 -3.92
C -0.92 -0.58 -4.28
O -0.83 -1.35 -3.30
C -0.08 -2.52 -3.50
C -0.09 -3.30 -2.23
O 0.87 -2.77 -1.42
C 1.14 -3.49 -0.19
H -2.33 2.92 -3.45
H -1.16 3.48 -2.19
H -2.46 2.26 -2.03
H -2.04 1.15 -4.82
H -2.80 0.51 -3.62
H -0.04 -0.45 -4.58
H -1.53 -1.29 -5.04
H 1.13 -2.25 -3.68
H -0.40 -2.97 -4.32
H 0.22 -4.38 -2.74
H -1.13 -3.34 -1.98
H 1.98 -3.08 0.25
H 1.36 -4.70 -0.36
H 0.26 -3.34 0.33
C 3.46 -0.01 -1.92
O 2.67 1.03 -1.38
C 2.17 1.91 -2.34
C 1.89 3.14 -1.52
O 1.00 2.89 -0.66
C 0.71 3.90 0.24
C -0.58 3.49 1.10
O -0.45 2.23 1.71
C 0.47 2.01 2.75
H 4.50 0.26 -2.32
H 2.85 -0.57 -2.56
H 3.85 -0.74 -0.95
H 1.34 1.63 -2.74
H 2.95 2.23 -3.07
H 1.60 4.02 -2.06
H 2.79 3.29 -1.00
H 0.62 4.92 -0.35
H 1.48 4.09 0.95
H -1.41 3.66 0.56
H -0.73 4.26 2.02
H 0.43 2.76 3.57
H 1.38 2.35 2.36
H 0.31 0.95 3.07
```

As for the energy relative to the best compared isomer or geometry (same formula, charge and spin): 29.3 kJ/mol. Its gap between HOMO and LUMO is 10.3 eV. For the strongest force on any atom, the calculation gives 10.7 eV Å⁻¹. The highest occupied orbital energy comes out at -12.1583 eV. As for the charge: +1. The value obtained for the molar mass is 604.55 g mol⁻¹.